{"formula": "C4H4N2O", "method": "ωB97M-V/def2-TZVPD", "lumo_energy_ev": 0.376, "e_above_lowest_kj_mol": 29.6, "orbital_gap_ev": 10.0, "fmax_ev_per_a": 0.51, "energy_ev": -9240.1810, "spin_multiplicity": 1, "smiles": "O=Cc1cnc[nH]1", "elements": ["O", "C", "C", "C", "N", "C", "N", "H", "H", "H", "H"], "xyz": [[1.265, 0.893, 2.333], [1.351, 0.350, 1.254], [0.279, 0.006, 0.315], [0.542, -0.501, -0.935], [-0.580, -0.581, -1.700], [-1.538, -0.131, -0.920], [-1.093, 0.235, 0.307], [2.342, 0.073, 0.827], [1.516, -0.801, -1.301], [-2.575, -0.041, -1.220], [-1.696, 0.551, 1.053]], "forces_ev_per_angstrom": [[-0.26, -0.21, -0.39], [-0.15, 0.10, 0.21], [0.07, 0.04, -0.20], [0.23, -0.03, -0.07], [-0.10, 0.03, 0.17], [-0.05, -0.02, 0.00], [0.10, -0.01, -0.04], [-0.22, 0.01, 0.17], [-0.15, 0.06, -0.04], [0.14, -0.03, 0.18], [0.39, 0.06, 0.01]]}

{"formula": "C3H7N3OS", "method": "ωB97M-V/def2-TZVPD", "lumo_energy_ev": 0.381, "e_above_lowest_kj_mol": 412.7, "orbital_gap_ev": 8.8, "fmax_ev_per_a": 5.83, "energy_ev": -20573.9063, "spin_multiplicity": 1, "smiles": "CN/N=C\\NSC=O", "elements": ["C", "N", "N", "C", "N", "S", "C", "O", "H", "H", "H", "H", "H", "H", "H"], "xyz": [[-0.550, -0.340, -1.881], [0.602, 0.415, -1.382], [0.213, 1.507, -0.710], [0.406, 1.310, 0.508], [1.514, 0.529, 1.039], [0.822, -0.187, 2.522], [-0.736, -1.054, 2.209], [-1.381, -1.080, 1.216], [-1.337, 0.260, -2.343], [-0.262, -1.054, -2.527], [-1.198, -0.762, -1.041], [1.234, 0.639, -2.203], [-0.035, 1.794, 1.348], [1.653, -0.077, 0.300], [-0.943, -1.899, 2.946]], "forces_ev_per_angstrom": [[-2.73, 2.17, 3.23], [2.80, -3.12, -4.06], [-2.72, 2.17, 0.98], [2.73, 0.77, 1.97], [-4.00, 1.21, 2.42], [0.90, -0.33, -0.18], [1.04, -1.89, 0.14], [-0.54, 0.85, -0.91], [0.38, 0.65, -0.55], [1.17, -2.62, -2.09], [1.56, 0.13, -0.75], [-1.23, -0.03, 1.27], [-0.73, 1.27, -0.05], [1.00, -2.58, -1.75], [0.39, 1.35, 0.33]]}

{"formula": "C22H22BrN4RuS3", "method": "ωB97M-V/def2-TZVPD", "lumo_energy_ev": [0.422, -1.383], "e_above_lowest_kj_mol": 0.0, "orbital_gap_ev": [8.0, 6.6], "fmax_ev_per_a": 0.14, "energy_ev": -134261.2660, "spin_multiplicity": 6, "elements": ["Ru", "C", "N", "C", "C", "N", "C", "C", "C", "C", "C", "C", "C", "S", "C", "C", "C", "C", "C", "C", "S", "H", "H", "H", "H", "H", "H", "H", "H", "H", "H", "H", "H", "H", "H", "H", "H", "H", "H", "S", "C", "N", "Br", "C", "C", "C", "N", "C", "C", "H", "H", "H", "H"], "xyz": [[-0.374, 0.363, 0.151], [1.516, -1.738, 1.731], [0.762, -1.787, 0.471], [1.647, -2.027, -0.685], [2.643, -0.901, -0.860], [1.961, 0.391, -1.020], [1.596, 0.618, -2.432], [2.719, 1.515, -0.526], [4.108, 1.536, -0.572], [4.815, 2.638, -0.116], [4.128, 3.737, 0.377], [2.743, 3.729, 0.410], [2.021, 2.625, -0.039], [0.260, 2.668, 0.001], [-0.320, -2.746, 0.462], [-0.310, -3.874, 1.267], [-1.358, -4.782, 1.221], [-2.418, -4.566, 0.356], [-2.433, -3.440, -0.453], [-1.393, -2.517, -0.410], [-1.469, -1.076, -1.439], [2.212, -2.579, 1.823], [0.817, -1.743, 2.562], [2.084, -0.809, 1.783], [1.019, -2.120, -1.569], [2.185, -2.973, -0.548], [3.274, -1.126, -1.728], [3.297, -0.842, 0.007], [2.498, 0.670, -3.052], [1.050, 1.556, -2.515], [0.954, -0.188, -2.782], [4.649, 0.688, -0.973], [5.896, 2.636, -0.152], [4.670, 4.601, 0.739], [2.199, 4.581, 0.797], [0.512, -4.048, 1.949], [-1.345, -5.650, 1.866], [-3.244, -5.264, 0.319], [-3.268, -3.251, -1.115], [-3.286, -1.025, 3.440], [-1.997, -0.480, 2.665], [-1.038, -0.069, 2.105], [-6.590, 3.874, -0.744], [-4.951, 2.981, -0.473], [-4.524, 2.693, 0.808], [-3.310, 2.038, 0.952], [-2.560, 1.673, -0.085], [-2.989, 1.959, -1.313], [-4.179, 2.615, -1.563], [-5.108, 2.964, 1.675], [-2.930, 1.794, 1.935], [-2.352, 1.648, -2.133], [-4.492, 2.831, -2.574]], "forces_ev_per_angstrom": [[-0.04, -0.03, -0.01], [-0.03, -0.03, 0.02], [0.01, 0.02, 0.06], [-0.02, 0.02, 0.02], [-0.01, 0.01, 0.00], [-0.04, -0.02, 0.04], [0.01, -0.01, -0.03], [0.00, 0.08, 0.00], [0.02, -0.02, 0.00], [0.00, 0.00, 0.00], [-0.02, 0.00, 0.00], [0.04, 0.01, 0.00], [-0.04, -0.05, -0.02], [0.02, 0.05, -0.04], [-0.05, -0.01, -0.07], [0.01, -0.02, 0.03], [0.00, 0.01, 0.00], [0.00, 0.03, -0.02], [0.00, -0.04, 0.04], [0.00, 0.06, -0.01], [0.03, -0.03, -0.05], [0.00, 0.00, -0.01], [0.00, 0.01, 0.00], [0.01, 0.00, 0.00], [-0.01, -0.02, 0.01], [0.01, 0.00, 0.00], [0.02, 0.02, 0.01], [0.00, 0.00, 0.01], [0.01, 0.00, 0.01], [-0.01, 0.01, 0.01], [0.00, -0.01, 0.00], [-0.01, 0.01, 0.00], [0.00, 0.00, 0.00], [-0.01, 0.00, 0.00], [0.01, 0.00, 0.00], [0.00, 0.00, -0.01], [0.00, 0.00, 0.00], [0.00, 0.00, 0.00], [0.00, 0.00, 0.00], [-0.02, 0.02, 0.00], [0.12, -0.07, 0.01], [-0.06, 0.04, -0.05], [0.01, -0.01, 0.00], [-0.04, 0.02, -0.02], [0.03, -0.01, 0.01], [0.01, 0.00, 0.02], [0.06, -0.04, 0.03], [-0.02, 0.02, 0.03], [0.00, 0.01, 0.00], [0.00, 0.00, 0.00], [0.00, 0.00, 0.00], [0.00, -0.01, 0.01], [0.00, 0.00, 0.00]]}

{"formula": "C10H26CdCl2N2O3", "method": "ωB97M-V/def2-TZVPD", "lumo_energy_ev": [2.653, 2.692], "total_charge": -1, "orbital_gap_ev": [2.2, 8.4], "fmax_ev_per_a": 4.25, "energy_ev": -49521.5159, "spin_multiplicity": 2, "elements": ["Cd", "Cl", "Cl", "C", "O", "C", "C", "N", "C", "C", "O", "C", "H", "H", "H", "H", "H", "H", "H", "H", "H", "H", "H", "H", "H", "H", "H", "C", "C", "C", "O", "C", "N", "H", "H", "H", "H", "H", "H", "H", "H", "H", "H", "H"], "xyz": [[-0.273, 0.454, -1.308], [-2.721, 0.181, -1.798], [0.685, -0.238, -3.384], [2.718, 1.901, -0.535], [1.647, 0.970, -0.451], [1.830, -0.033, 0.669], [1.348, -1.367, 0.050], [-0.120, -1.333, -0.044], [-0.526, -2.636, -0.785], [-0.153, -3.969, -0.156], [-1.084, -4.225, 0.909], [-0.824, -5.581, 1.261], [2.483, 2.604, -1.334], [3.675, 1.387, -0.449], [2.733, 2.488, 0.383], [1.474, 0.271, 1.653], [2.880, -0.118, 0.950], [1.757, -2.156, 0.681], [1.852, -1.446, -0.913], [-0.302, -1.574, 0.920], [0.275, -2.616, -1.524], [-1.474, -2.655, -1.322], [0.878, -4.033, 0.191], [-0.134, -4.796, -0.865], [-1.295, -5.852, 2.206], [0.226, -5.838, 1.405], [-1.229, -6.291, 0.540], [-1.088, 4.640, -0.766], [-0.486, 3.319, -0.324], [-1.313, 2.563, 0.680], [-0.717, 1.313, 0.914], [-1.153, 0.646, 2.050], [-0.333, 2.573, -1.572], [-0.973, 5.334, 0.066], [-2.022, 4.634, -1.328], [-0.367, 5.116, -1.431], [0.449, 3.528, 0.196], [-2.296, 2.366, 0.252], [-1.501, 3.115, 1.601], [-0.508, -0.230, 2.122], [-2.149, 0.281, 1.797], [-1.218, 1.218, 2.975], [-1.053, 3.037, -2.109], [0.404, 3.049, -2.071]], "forces_ev_per_angstrom": [[-2.11, -0.82, -1.51], [-0.50, 0.03, 0.15], [0.62, -0.44, -0.89], [-0.60, 0.13, 1.62], [1.83, -1.15, 2.64], [0.92, 0.24, -1.69], [1.34, 1.43, 1.08], [0.26, -4.23, 0.39], [2.57, 0.24, -1.06], [-1.17, 0.99, 0.88], [1.43, -1.68, -0.24], [-0.84, -0.36, 0.98], [0.65, -0.39, -0.39], [0.24, 0.00, -1.12], [-0.21, 0.41, 0.23], [-1.06, 0.28, -0.39], [0.44, -0.03, -0.79], [-0.28, -0.26, 0.14], [-0.36, 0.04, -0.23], [-1.14, 0.62, 0.31], [-0.52, 0.13, -1.06], [-0.11, 0.53, 0.62], [0.17, 0.54, 0.55], [-0.76, 0.11, -0.58], [-0.23, 0.43, 0.10], [0.35, 0.43, -0.18], [-0.05, 0.12, -0.45], [1.37, 1.18, 0.98], [-0.44, 0.86, 0.40], [-1.32, -0.25, -0.55], [1.18, 1.27, 0.50], [-1.05, -1.09, -0.46], [-0.01, 2.12, -0.42], [-1.14, 0.25, 0.22], [-0.31, -0.21, 0.66], [0.23, -0.21, -0.47], [0.44, -0.12, -0.41], [-0.41, 0.02, -0.17], [0.48, 0.20, 0.17], [-0.11, 0.33, 0.73], [-0.43, -0.27, 0.41], [0.46, 0.26, -0.10], [-1.01, -1.20, -0.57], [1.20, -0.45, -0.03]]}

{"formula": "BH26NO9", "method": "ωB97M-V/def2-TZVPD", "lumo_energy_ev": -1.664, "e_above_lowest_kj_mol": 271.9, "orbital_gap_ev": 7.7, "fmax_ev_per_a": 7.84, "energy_ev": -21009.9565, "spin_multiplicity": 1, "elements": ["N", "H", "H", "H", "H", "B", "H", "H", "H", "H", "O", "H", "H", "O", "H", "H", "O", "H", "H", "O", "H", "H", "O", "H", "H", "O", "H", "H", "O", "H", "H", "O", "H", "H", "O", "H", "H"], "xyz": [[-0.683, -1.519, 4.235], [-1.322, -0.753, 4.316], [-0.811, -2.004, 3.470], [-0.907, -1.984, 5.006], [0.124, -1.059, 4.426], [-0.070, -0.211, 0.056], [-0.641, -0.708, 1.111], [1.016, 0.601, 0.454], [0.220, -1.207, -0.677], [-0.863, 0.678, -0.473], [-0.837, 3.906, 0.609], [-1.127, 2.993, 0.119], [-1.571, 4.468, 0.270], [4.287, 0.224, -1.268], [4.554, 0.802, -2.002], [3.337, 0.202, -1.367], [-2.650, -2.820, -0.168], [-2.098, -2.007, -0.306], [-3.324, -2.360, -0.839], [1.691, -2.068, 2.211], [2.539, -2.327, 1.760], [1.160, -1.492, 1.746], [2.077, 4.008, -0.188], [1.393, 3.996, 0.344], [1.914, 3.144, -0.407], [1.445, -2.709, -3.158], [1.473, -3.509, -3.753], [0.813, -3.032, -2.562], [-2.150, -0.296, -3.505], [-1.738, -0.039, -2.658], [-2.790, 0.399, -3.504], [1.628, 1.569, -2.415], [0.970, 1.022, -1.983], [1.768, 0.996, -3.205], [-3.332, 1.254, 1.277], [-2.829, 1.175, 2.069], [-2.665, 0.668, 0.957]], "forces_ev_per_angstrom": [[-1.71, 4.67, 2.22], [-1.18, 0.81, -0.88], [-0.11, -3.12, -5.71], [-0.99, -3.50, 4.19], [4.31, 1.09, -0.38], [0.74, 1.29, 0.55], [0.24, 0.43, -0.40], [-1.71, -1.73, -0.62], [-0.16, 1.06, 0.45], [0.47, -1.07, 0.31], [-2.16, -2.93, -2.27], [1.32, 2.97, 1.90], [0.86, -0.21, 0.48], [0.59, 0.23, -0.47], [-0.03, -0.24, 0.46], [-0.57, 0.06, 0.10], [-1.75, 3.50, -2.90], [0.77, -1.10, 0.98], [1.12, -2.35, 1.97], [2.69, -2.87, 2.35], [-1.71, 0.90, 0.29], [-1.21, 2.14, -2.59], [5.17, 2.26, -2.87], [-5.81, 1.69, 4.97], [0.66, -3.91, -2.21], [1.22, -1.19, -2.34], [0.37, 1.42, 0.47], [-1.59, -0.16, 1.88], [0.71, -0.02, 1.16], [0.48, -0.68, -0.31], [-1.12, 0.69, -0.71], [0.24, -1.02, -1.20], [-0.45, -0.01, 0.80], [0.16, 0.86, 0.48], [-0.21, -0.04, 0.13], [-0.28, 1.32, 2.54], [0.65, -1.26, -2.84]]}